A molecular structure, C26H75N3O10 in a non-equilibrium geometry, computed with ωB97M-V/def2-TZVPD.

Results
E_tot = -53074.89614 eV
HOMO-LUMO gap = 0.2350 Eh
Energy relative to the best compared isomer or geometry (same formula, charge and spin) = 4408.90 kJ/mol

Structure (ORCA input):
```
! wB97M-V def2-TZVPD RIJCOSX def2/J DEFGRID3
* xyz 0 1
C -2.33358 -2.09792 -1.81957
C -2.14932 -0.59215 -1.46584
C -1.13809 0.15720 -2.29971
O -0.87919 1.59074 -1.99385
C -0.25890 2.18747 -3.08327
N -3.41209 0.09987 -1.58842
H -3.23148 -2.39152 -1.27581
H -1.51982 -2.71650 -1.44110
H -2.59941 -2.32766 -2.85140
H -1.97713 -0.51889 -0.39203
H -1.41465 0.09287 -3.35207
H -0.19422 -0.38751 -2.32184
H -0.75025 2.24488 -4.05455
H 0.65557 1.63724 -3.30484
H 0.20467 3.10909 -2.73140
H -3.76623 -0.04187 -2.52362
H -3.06701 1.04741 -1.53186
C -6.33009 1.62740 0.14018
C -5.11459 1.30117 -0.68417
C -3.95430 2.34078 -0.81565
O -3.03098 2.14054 0.28143
C -1.69875 2.69464 0.06801
N -4.60687 0.08001 -0.09206
H -6.88402 2.49200 -0.22552
H -6.16404 1.73428 1.21214
H -6.96943 0.74620 0.08697
H -5.35129 1.03871 -1.71528
H -4.12152 3.39761 -1.02365
H -3.45893 2.12766 -1.76291
H -1.43111 2.70755 -0.98854
H -0.88793 2.21299 0.61453
H -1.72135 3.74378 0.36279
H -3.76723 0.43857 0.33984
H -4.18918 -0.51098 -0.79659
C 0.54495 -3.65691 -1.04433
C 0.07915 -3.54937 0.42890
C -1.47582 -3.39354 0.52298
O -2.00334 -3.62900 1.82801
C -1.88394 -2.47009 2.68307
N 0.46973 -4.76183 1.07199
H 0.74858 -2.71632 -1.55611
H -0.08758 -4.26824 -1.68797
H 1.48619 -4.20648 -1.05570
H 0.51403 -2.74785 1.02602
H -1.88420 -4.02664 -0.26474
H -1.78535 -2.46943 0.03480
H -2.27601 -1.50742 2.35497
H -0.86838 -2.16236 2.93216
H -2.43768 -2.59696 3.61333
H -0.12005 -4.77364 1.89182
H 1.40423 -4.63900 1.43491
C -0.96089 -0.53602 3.72586
C -1.79017 0.66522 3.24206
O -0.88740 1.38791 2.49339
H -0.07926 -0.22729 4.28755
H -0.43791 -1.07493 2.93582
H -1.52569 -1.29055 4.27338
H -2.08780 1.25762 4.10726
H -2.70802 0.39908 2.71782
H -0.93048 1.03019 1.60356
C 2.43839 2.67586 2.30195
C 1.97139 1.62378 3.34590
O 1.23079 0.65708 2.69399
H 3.18322 2.15888 1.69692
H 3.04557 3.46419 2.74688
H 1.62105 3.12657 1.73900
H 1.38286 2.01464 4.17594
H 2.83177 1.09704 3.75869
H 0.37150 1.05462 2.53532
C 2.62440 1.45199 -1.51524
C 3.84729 0.58108 -2.03364
O 4.15966 -0.18537 -0.87100
H 2.11222 1.80860 -2.40888
H 3.02663 2.31188 -0.97962
H 1.78330 0.88077 -1.12235
H 4.60378 1.11933 -2.60469
H 3.43701 -0.07154 -2.80426
H 4.61936 0.33468 -0.20781
C 0.84837 2.81250 -0.72675
C 1.28770 3.42464 -2.10783
O 2.26805 4.32444 -1.77382
H 0.55688 3.69119 -0.15138
H 1.72048 2.32753 -0.28820
H 0.04028 2.08421 -0.79515
H 0.38023 3.88404 -2.49966
H 1.74049 2.71474 -2.80002
H 1.80916 5.14759 -1.95672
C 0.71498 -0.62401 0.37334
C -0.09525 0.63609 0.25437
O -1.40176 0.55251 0.93695
H 0.80372 -1.12762 1.33594
H 1.72727 -0.66948 -0.02827
H 0.17209 -1.29605 -0.29129
H -0.16800 0.99430 -0.77251
H 0.43350 1.49199 0.67386
H -2.09521 0.26937 0.33648
C 3.81751 -1.43130 1.04508
C 2.65601 -0.98683 1.78676
O 2.92427 -0.30197 2.91741
H 4.18236 -0.75371 0.27317
H 3.58042 -2.33441 0.48269
H 4.63753 -1.47703 1.76173
H 1.95617 -1.77375 2.06797
H 2.16195 -0.15558 1.28374
H 2.40767 0.50625 2.87865
C 3.35547 -3.57811 -1.95521
C 3.77086 -2.16010 -1.51851
O 2.58136 -1.36471 -1.37514
H 2.67696 -4.11278 -1.29048
H 4.20209 -4.25041 -2.09426
H 2.92923 -3.53317 -2.95741
H 4.45923 -1.76083 -2.26338
H 4.36549 -2.26309 -0.61081
H 2.79819 -0.45237 -1.16965
*
```